(1)
169
Properties=species:S:1:pos:R:3:lowdin_charge:R:1 method="wB97M-V/def2-TZVPD" charge=-1 de_lowest_kj_mol=341.5 gap_ev=5.8 e_tot_ev=-357504.9501
Ti 2.2867 -1.5189 1.0842 0.9699
O 6.0133 -1.2406 1.2691 -0.2525
As 4.8911 -0.9534 -0.1199 0.9327
O 5.8513 -1.3296 -1.3607 -0.4379
O 3.7435 -2.1158 0.3548 -0.4701
C 4.2733 0.8479 0.1371 -0.2524
C 4.9665 1.6926 1.1740 -0.2773
C 4.6587 3.1441 0.9191 -0.1052
C 3.6298 3.5641 0.1563 -0.1549
C 2.7713 2.6574 -0.5156 -0.1053
C 3.1732 1.3396 -0.5241 -0.3572
S 2.1934 0.1106 -1.2519 0.5790
O 1.2690 0.7434 -2.2308 -0.4345
O 2.9666 -0.9482 -1.8298 -0.2788
O 1.3784 -0.4408 -0.1154 -0.4716
H 5.5186 -0.9878 2.0648 -0.0095
H 6.0519 1.5165 1.0603 0.1279
H 5.3222 3.8537 1.3894 0.0958
H 3.4509 4.6229 0.0415 0.1007
H 1.8896 2.9681 -1.0484 0.0775
C -1.4843 6.2735 1.3613 -0.0465
C -2.1078 4.9295 1.6030 -0.2607
C -3.2432 4.5238 0.9216 -0.0084
C -3.8041 3.2720 1.1241 -0.2144
C -5.0221 2.8599 0.3545 -0.0145
C -3.2368 2.4229 2.0741 -0.1762
C -2.1269 2.8382 2.8160 -0.2299
C -1.5822 1.9922 3.9275 -0.0435
C -1.5574 4.0726 2.5465 -0.0080
C -3.8983 1.1318 2.3678 -0.2247
C -4.6787 1.0539 3.5189 -0.0260
C -5.3660 -0.1039 3.8267 -0.0545
C -5.2544 -1.2023 2.9964 -0.0317
C -4.4590 -1.1603 1.8554 -0.2333
C -3.7990 0.0248 1.5297 -0.1682
Ge -2.6554 0.0657 -0.1442 0.2143
S -1.3854 -1.8579 -0.1287 0.3197
S -3.3398 0.2587 -2.2301 0.2748
Ge -0.7695 0.5663 -2.3935 0.4012
S -0.5938 -1.7375 -2.0251 0.3000
S -1.0119 1.6642 -0.4029 0.3871
C -0.5486 1.4055 -4.2601 -0.1327
C 0.3763 0.8649 -5.1538 -0.2092
C 0.5767 1.4856 -6.3837 -0.0240
C -0.1222 2.6250 -6.7304 -0.0567
C -1.0437 3.1417 -5.8457 -0.0262
C -1.2713 2.5389 -4.6088 -0.2187
C -2.3527 3.1736 -3.8189 -0.1670
C -3.6720 2.8356 -4.1198 -0.2671
C -3.9922 1.7218 -5.0699 -0.0675
C -4.7039 3.5680 -3.5539 -0.0151
C -4.4532 4.6615 -2.7415 -0.2758
C -5.5895 5.5055 -2.2375 -0.0595
C -3.1349 4.9768 -2.4471 -0.0153
C -2.0799 4.2363 -2.9563 -0.2075
C -0.6671 4.5979 -2.6191 -0.0239
C 1.1444 -0.3692 -4.8821 -0.1566
C 2.5219 -0.3121 -4.6633 -0.2244
C 3.2816 0.9824 -4.6637 -0.0196
C 3.2124 -1.4859 -4.4069 -0.0220
C 2.5576 -2.7051 -4.3313 -0.2679
C 3.3387 -3.9308 -3.9594 -0.0433
C 1.1984 -2.7522 -4.6091 -0.0396
C 0.4822 -1.6008 -4.9053 -0.2749
C -0.9652 -1.6764 -5.3044 -0.0564
C -4.2766 -2.4054 1.0736 -0.1914
C -4.8729 -2.5840 -0.1739 -0.2304
C -5.8398 -1.5863 -0.7362 -0.0572
C -4.5981 -3.7403 -0.8950 -0.0036
C -3.7579 -4.7208 -0.3970 -0.2740
C -3.4172 -5.9440 -1.1985 -0.0481
C -3.2295 -4.5570 0.8766 -0.0375
C -3.4810 -3.4191 1.6248 -0.2522
C -2.9154 -3.2962 3.0081 -0.0189
H -2.0100 6.8194 0.5797 0.0671
H -0.4421 6.1528 1.0676 0.0814
H -1.5045 6.8703 2.2742 0.0788
H -3.7108 5.1898 0.2130 0.0882
H -5.5458 3.7322 -0.0235 0.0677
H -5.7001 2.2764 0.9750 0.0846
H -4.7345 2.2449 -0.5007 0.0515
H -1.5988 0.9377 3.6679 0.0754
H -2.1918 2.1293 4.8200 0.0846
H -0.5635 2.2807 4.1664 0.0636
H -0.6740 4.3785 3.0900 0.1196
H -4.7515 1.9238 4.1570 0.1227
H -5.9832 -0.1550 4.7135 0.1033
H -5.7779 -2.1195 3.2247 0.1226
H 1.2853 1.0505 -7.0736 0.1232
H 0.0366 3.0974 -7.6903 0.1027
H -1.6203 4.0199 -6.0993 0.1250
H -3.1395 1.0615 -5.1960 0.0617
H -4.2709 2.1244 -6.0446 0.0882
H -4.8229 1.1397 -4.6811 0.0655
H -5.7246 3.2920 -3.7783 0.1191
H -6.4969 4.9114 -2.1431 0.0747
H -5.7889 6.3161 -2.9405 0.0796
H -5.3576 5.9543 -1.2736 0.0637
H -2.9167 5.8348 -1.8280 0.1056
H -0.6426 5.4108 -1.8978 0.0760
H -0.1146 4.8914 -3.5117 0.0886
H -0.1573 3.7373 -2.1867 0.0373
H 2.6204 1.8223 -4.4644 0.0795
H 3.7704 1.1348 -5.6289 0.0869
H 4.0488 0.9409 -3.8914 0.0881
H 4.2706 -1.4374 -4.1920 0.1286
H 4.0885 -3.6636 -3.2165 0.0790
H 3.8553 -4.3365 -4.8305 0.0786
H 2.6907 -4.7085 -3.5607 0.0694
H 0.6717 -3.6971 -4.5777 0.1136
H -1.2927 -2.7119 -5.3427 0.0796
H -1.1036 -1.2208 -6.2852 0.0884
H -1.6085 -1.1428 -4.6021 0.0305
H -5.9973 -0.7581 -0.0494 0.0740
H -6.7972 -2.0653 -0.9384 0.0837
H -5.4570 -1.1853 -1.6728 0.0132
H -5.0418 -3.8595 -1.8736 0.1203
H -4.0601 -6.0379 -2.0712 0.0721
H -3.5124 -6.8438 -0.5907 0.0766
H -2.3843 -5.8850 -1.5422 0.0775
H -2.5872 -5.3241 1.2871 0.1227
H -1.9594 -3.8068 3.0848 0.0534
H -3.5996 -3.7483 3.7287 0.0906
H -2.7736 -2.2539 3.2839 0.0836
N 1.5738 -3.3517 -0.2081 -0.0082
C 0.7879 -4.1866 0.6822 -0.1477
C 0.5358 -3.3934 1.9923 -0.6562
O 0.1799 -3.9860 2.9957 0.0479
O 0.7276 -2.1315 1.8915 -0.2161
H 1.0106 -2.9556 -0.9626 -0.0194
H 2.3828 -3.8056 -0.6244 0.1078
H 1.2966 -5.1215 0.9429 0.1267
H -0.1988 -4.4301 0.2645 0.1009
C 3.9156 -1.7508 5.6653 -0.0557
N 2.8531 -2.4650 4.9756 -0.1644
C 1.6442 -1.6715 4.8537 -0.0362
C 3.2824 -3.2240 3.9014 -0.3879
N 3.0390 -2.9402 2.6690 0.1317
N 4.0180 -4.3224 4.2744 -0.1512
C 4.6401 -5.1431 3.2602 -0.0523
C 3.7632 -4.9926 5.5290 -0.0576
H 4.1242 -0.8048 5.1540 0.0611
H 4.8234 -2.3470 5.6863 0.0865
H 3.6009 -1.5493 6.6882 0.0851
H 1.2761 -1.4913 5.8666 0.0923
H 0.8939 -2.2352 4.3037 0.0708
H 1.8124 -0.7064 4.3658 0.0743
H 3.3672 -3.6614 2.0272 0.0617
H 5.1706 -4.5146 2.5408 0.0988
H 3.9084 -5.7729 2.7351 0.0950
H 5.3634 -5.7972 3.7463 0.0888
H 3.0560 -4.4071 6.1098 0.0885
H 4.6888 -5.1229 6.0953 0.0866
H 3.3331 -5.9810 5.3406 0.0885
C 7.1468 1.6585 3.2654 -0.0969
C 5.6816 1.5698 3.6843 -0.1951
C 4.6998 1.1710 2.6062 -0.3908
N 4.0197 0.0792 2.8581 -0.0152
N 2.7929 -0.0464 2.2041 -0.1824
C 2.0076 1.0276 2.3751 -0.8090
N 0.6592 0.8562 2.2463 0.0898
S 2.6033 2.4902 2.9546 0.8199
H 7.7611 1.8300 4.1489 0.0685
H 7.3094 2.4893 2.5836 0.0667
H 7.4610 0.7342 2.7827 0.0731
H 5.3563 2.5444 4.0594 0.1032
H 5.5777 0.8486 4.4991 0.0984
H 0.3684 -0.0217 1.8212 0.0486
H 0.1337 1.6682 1.9508 0.0200


(2)
20
Properties=species:S:1:pos:R:3:lowdin_charge:R:1 method="wB97M-V/def2-TZVPD" de_lowest_kj_mol=104.1 smiles=CC[C@H]1[C@H](N)C[C@H]1F gap_ev=10.4 e_tot_ev=-10623.0840
C -0.9914 0.1962 -2.4842 -0.0857
C -0.7293 -0.5292 -1.1474 -0.2239
C -0.1585 0.3447 -0.0748 -0.2486
C -0.0776 -0.2418 1.3853 -0.3159
C 1.4810 -0.4523 1.1840 -0.0583
C 1.3808 0.4196 -0.0283 -0.3446
H -0.0423 0.6163 -2.8603 0.0814
H -1.8837 0.8772 -2.4973 0.0904
H -1.2338 -0.5554 -3.1869 0.0423
H -1.6668 -0.9786 -0.7008 0.1290
H -0.0124 -1.3116 -1.2079 0.0980
H -0.6571 1.2849 -0.0138 0.1252
H -0.5732 -1.2570 1.4703 0.1376
H -1.6407 0.5858 2.4390 0.0907
H -0.2179 0.4946 3.3327 0.0727
H 2.0854 -0.1860 2.0248 0.0960
H 1.7543 -1.4812 0.8894 0.1259
H 1.7074 1.4306 0.1963 0.1497
N -0.5985 0.7192 2.3965 0.0190
F 2.0746 0.0241 -1.1166 0.0190